Record 1
48
Properties=species:S:1:pos:R:3:forces:R:3 method="wB97M-V/def2-TZVPD" e_tot_ev=-58086.675 gap_ev=9.0617 smiles="Cc1cc(NC(=O)CS(=O)(=O)c2cn(Cc3ccccc3Cl)c3ccccc23)no1"
C 3.5589 2.3519 -2.7730 -0.095 0.242 0.130
C 3.1539 2.4469 -1.3505 -0.109 -0.585 0.554
C 2.9825 1.5021 -0.3811 0.049 0.399 -0.293
C 2.5624 2.2581 0.7443 0.419 0.346 -1.022
N 2.1999 1.8188 2.0011 0.078 0.464 0.186
C 2.1319 0.5117 2.3784 0.462 0.059 -0.081
O 2.5398 -0.4150 1.7134 0.073 -0.116 0.052
C 1.4222 0.3335 3.6923 -0.935 0.049 -0.289
S -0.3145 0.8559 3.3459 -0.033 -0.575 0.242
O -1.1879 0.1656 4.2523 0.159 -0.259 -0.100
O -0.3082 2.2958 3.3670 0.061 0.183 -0.288
C -0.5538 0.2837 1.6989 -0.032 0.057 0.790
C -0.5857 -1.0376 1.3417 -0.125 0.009 0.279
N -0.5502 -1.1565 -0.0075 0.038 -0.017 0.388
C -0.5978 -2.3801 -0.7550 -0.003 -0.338 -0.252
C -1.9194 -2.5912 -1.4581 0.058 -0.064 -0.067
C -3.0630 -1.8970 -1.0867 0.017 -0.059 -0.040
C -4.2648 -2.1034 -1.7408 -0.039 0.012 0.029
C -4.3424 -3.0141 -2.7798 0.022 -0.005 0.005
C -3.2167 -3.7220 -3.1621 0.038 -0.020 -0.012
C -2.0190 -3.5076 -2.5015 -0.217 0.157 0.097
Cl -0.6229 -4.4118 -2.9903 0.141 -0.123 -0.068
C -0.4932 0.0998 -0.5582 0.074 0.833 0.162
C -0.4330 0.4976 -1.8884 -0.013 -0.114 -0.087
C -0.3728 1.8506 -2.1440 -0.005 -0.084 -0.075
C -0.3861 2.7922 -1.1106 -0.010 0.114 0.082
C -0.4490 2.4090 0.2101 -0.083 -0.023 -0.137
C -0.4927 1.0451 0.4953 -0.032 -0.027 -0.466
N 2.5062 3.5368 0.4531 -0.312 -0.114 1.375
O 2.8711 3.6586 -0.8450 0.238 -0.158 -0.813
H 2.7131 2.5917 -3.4158 -0.033 -0.016 -0.087
H 4.3546 3.0632 -2.9843 0.079 -0.004 -0.061
H 3.9000 1.3452 -2.9922 0.021 -0.043 -0.023
H 3.1218 0.4454 -0.4315 0.052 -0.208 -0.092
H 1.7336 2.5143 2.5743 0.053 -0.117 -0.001
H 1.4198 -0.7055 4.0054 -0.002 -0.027 -0.082
H 1.7921 0.9845 4.4784 -0.047 0.112 0.098
H -0.6310 -1.8975 1.9812 0.036 -0.238 0.073
H -0.4132 -3.2143 -0.0703 0.098 0.120 -0.080
H 0.2081 -2.3773 -1.4975 -0.053 -0.018 0.189
H -3.0126 -1.1856 -0.2763 0.035 0.102 0.076
H -5.1403 -1.5517 -1.4358 -0.083 0.056 0.027
H -5.2768 -3.1782 -3.2935 -0.085 -0.016 -0.055
H -3.2620 -4.4379 -3.9677 0.028 -0.070 -0.069
H -0.4406 -0.2238 -2.6910 -0.009 -0.083 -0.116
H -0.3239 2.1941 -3.1667 -0.007 0.011 -0.101
H -0.3406 3.8419 -1.3571 0.014 0.106 -0.008
H -0.4622 3.1309 1.0106 0.019 0.092 0.032

Record 2
9
Properties=species:S:1:pos:R:3:forces:R:3 method="wB97M-V/def2-TZVPD" e_tot_ev=-6239.796 gap_ev=11.2484 smiles=O.O.O
O 1.8003 -1.8436 1.4974 0.155 -0.275 0.153
H 1.7077 -1.9470 2.4444 0.042 -0.107 0.225
H 1.4277 -0.9814 1.3126 -0.182 0.329 -0.472
O 0.6366 0.0518 -0.4474 0.382 -0.148 0.487
H 1.0854 0.4893 -1.1709 0.112 0.064 -0.130
H -0.2786 0.3175 -0.5371 -0.169 -0.058 -0.374
O -1.8715 1.0410 -1.1679 -0.028 -0.048 0.035
H -2.5345 1.5218 -1.6633 -0.127 0.063 -0.239
H -1.9730 1.3506 -0.2678 -0.184 0.179 0.314

Record 3
15
Properties=species:S:1:pos:R:3:forces:R:3 method="wB97M-V/def2-TZVPD" e_tot_ev=-9406.933 gap_ev=10.7285
O 2.0577 -1.0301 -0.1508 0.167 0.087 -0.308
C 0.9757 -0.3433 0.4174 -0.103 -0.013 0.232
C 0.7062 1.0813 -0.1753 -0.229 0.014 0.235
C -0.7050 0.7664 -0.6649 -1.139 -0.426 2.179
C -1.3970 -0.0367 0.5523 0.439 -0.185 0.111
C -0.3653 -0.9899 0.0360 0.258 -0.823 0.328
O -0.5520 -0.5043 -1.3347 -0.260 -0.001 0.116
H 1.8436 -1.1249 -1.0905 0.145 -0.030 0.074
H 1.1324 -0.3236 1.4991 0.040 -0.091 -0.138
H 0.6947 1.8977 0.5478 0.131 -0.156 0.144
H 1.4789 1.3081 -0.9266 -0.623 -0.055 -0.052
H -1.6014 1.3299 -0.6982 0.076 1.930 -2.662
H -1.3783 0.3643 1.5724 0.314 -0.168 -0.198
H -2.4255 -0.3330 0.2795 0.544 0.240 -0.027
H -0.4647 -2.0619 0.1364 0.241 -0.321 -0.033

Record 4
13
Properties=species:S:1:pos:R:3:forces:R:3 method="wB97M-V/def2-TZVPD" e_tot_ev=-5309.970 gap_ev="8.3176 / 8.3190"
C -1.3075 0.2232 -0.0904 -0.154 0.031 -0.024
C 0.0002 1.0098 0.1497 0.033 0.273 0.091
C 1.9699 -0.5676 0.6120 -0.234 0.412 -0.268
C 0.7932 -0.2992 -0.2163 0.234 -0.269 0.079
C -0.5166 -1.1022 -0.0506 -0.002 -0.187 0.015
H -1.7192 0.4261 -1.0843 0.080 -0.026 0.139
H -2.1004 0.3560 0.6515 0.147 -0.024 -0.124
H 0.1977 1.8904 -0.4673 -0.013 -0.159 0.101
H 0.1308 1.2796 1.2031 -0.005 -0.060 -0.147
H 2.6249 0.3202 0.4368 -0.079 -0.216 0.036
H 1.1300 -0.2415 -1.2675 -0.028 0.037 0.119
H -0.7517 -1.8480 -0.8154 0.035 0.120 0.119
H -0.5385 -1.5798 0.9341 -0.015 0.067 -0.137

The evaluated energy above the lowest of the compared OMol25 structures with the same formula, charge and spin for the records listed, in turn: 0.00 10.54 66.85 96.79 kcal/mol.